1.
Entry from the OMol25 dataset: a structure of composition C11H20FO7STl in a non-equilibrium geometry (ωB97M-V/def2-TZVPD).

## Properties
relative energy (zero: lowest compared OMol25 entry of this formula, charge and spin): 0.0 kcal/mol
frontier orbital gap: 0.085 Eh
charge: +2
multiplicity: 1
F_max: 1.8 eV Å⁻¹
LUMO level: -13.8 eV

CARTESIAN COORDINATES (ANGSTROEM)
Tl 7.795 -4.466 15.336
F 9.888 -6.064 14.682
O 14.102 -10.034 11.325
C 12.981 -9.687 11.541
O 12.680 -8.818 12.509
C 11.268 -8.548 12.537
C 10.707 -9.060 11.220
C 11.763 -10.098 10.713
H 11.215 -7.463 12.740
H 10.833 -9.058 13.398
H 10.645 -8.228 10.516
H 9.739 -9.529 11.359
H 12.024 -9.965 9.670
H 11.390 -11.087 10.967
O 10.041 -3.438 13.696
C 10.920 -3.581 12.879
O 10.827 -3.047 11.693
C 11.983 -3.383 10.871
C 13.056 -3.847 11.848
C 12.282 -4.229 13.114
H 12.288 -2.482 10.349
H 11.718 -4.147 10.145
H 13.789 -3.079 12.091
H 13.661 -4.679 11.486
H 12.639 -3.850 14.069
H 12.103 -5.291 13.308
O 10.352 -4.185 16.942
S 11.648 -4.731 17.285
O 12.693 -4.663 16.336
O 12.181 -4.034 18.584
C 11.207 -3.444 19.512
C 11.924 -3.101 20.765
C 11.404 -6.387 17.846
H 10.380 -4.133 19.710
H 10.774 -2.564 19.034
H 12.707 -2.366 20.587
H 12.413 -3.970 21.213
H 11.232 -2.750 21.529
H 11.155 -7.002 16.987
H 10.646 -6.399 18.625
H 12.340 -6.701 18.308

Need the natural (NBO) charges? In units of e they are: Tl 1.020; F -0.483; O -0.293; C 0.781; O -0.400; C -0.073; C -0.427; C -0.466; H 0.239; H 0.220; H 0.239; H 0.256; H 0.278; H 0.280; O -0.347; C 0.818; O -0.395; C -0.077; C -0.444; C -0.465; H 0.240; H 0.211; H 0.253; H 0.259; H 0.301; H 0.268; O -0.935; S 2.414; O -0.881; O -0.695; C -0.070; C -0.642; C -0.886; H 0.186; H 0.204; H 0.235; H 0.229; H 0.246; H 0.265; H 0.260; H 0.274

=====

2.
Entry from the OMol25 dataset: a structure of composition C11H20HgNb in a non-equilibrium geometry (ωB97M-V/def2-TZVPD).

## Properties
frontier orbital gap: 0.096 Eh
charge: +1
multiplicity: 1
F_max: 3.1 eV Å⁻¹
LUMO level: -8.4 eV

CARTESIAN COORDINATES (ANGSTROEM)
C -0.922 -1.095 1.627
C -1.798 0.060 2.087
C -1.516 1.414 1.432
C -1.404 1.419 -0.117
C -0.275 2.291 -0.659
Nb 1.837 1.639 -0.098
C 1.483 -0.361 -0.988
C 1.921 -1.562 -0.364
C 1.646 -2.773 -0.946
C 0.947 -2.834 -2.143
C 0.540 -1.666 -2.792
C 0.800 -0.445 -2.231
H -1.197 -2.039 2.102
H -0.923 -1.264 0.548
H 0.113 -0.884 1.924
H -2.898 -0.262 1.986
H -1.598 0.185 3.155
H -2.369 2.053 1.680
H -0.660 1.898 1.919
H -2.310 1.902 -0.512
H -1.374 0.428 -0.566
H -0.350 2.309 -1.750
H -0.383 3.317 -0.292
H 1.348 0.885 1.521
H 3.461 0.993 0.419
H 2.526 2.248 -1.686
H 2.082 3.231 0.779
H 2.449 -1.518 0.580
H 1.964 -3.678 -0.443
H 0.714 -3.788 -2.600
H 0.003 -1.731 -3.730
H 0.481 0.455 -2.743
Hg -4.338 -0.826 2.903

Need the natural (NBO) charges? In units of e they are: C -0.615; C -0.394; C -0.419; C -0.450; C -0.584; Nb 1.472; C -0.375; C -0.167; C -0.178; C -0.092; C -0.210; C -0.203; H 0.233; H 0.194; H 0.208; H 0.140; H 0.222; H 0.232; H 0.213; H 0.270; H 0.228; H 0.256; H 0.266; H -0.123; H -0.014; H -0.182; H -0.238; H 0.240; H 0.236; H 0.241; H 0.244; H 0.227; Hg 0.122

=====

3.
Entry from the OMol25 dataset: the molecule C11H20N2O3 in a non-equilibrium geometry (ωB97M-V/def2-TZVPD).

## Properties
relative energy (zero: lowest compared OMol25 entry of this formula, charge and spin): 63.8 kcal/mol
frontier orbital gap: 0.353 Eh
charge: 0
multiplicity: 1
F_max: 4.8 eV Å⁻¹
LUMO level: 0.6 eV

CARTESIAN COORDINATES (ANGSTROEM)
C 2.743 2.585 1.033
C 1.872 1.259 0.843
C 2.566 0.038 0.310
C 3.204 0.036 -1.070
C 1.540 -1.142 0.246
N 2.074 -2.389 -0.241
C 0.270 -1.003 -0.565
O 0.128 -1.061 -1.820
N -0.841 -0.974 0.170
C -1.030 -0.881 1.686
C -2.445 -0.217 1.905
C -3.191 -0.497 0.622
C -2.147 -0.432 -0.487
C -2.029 0.969 -0.980
O -2.973 1.629 -1.348
O -0.835 1.614 -0.768
H 2.322 3.230 1.889
H 3.815 2.250 1.176
H 2.864 3.037 0.062
H 0.942 1.650 0.274
H 1.498 1.010 1.921
H 3.299 -0.255 1.128
H 4.036 0.816 -1.098
H 2.461 0.183 -1.794
H 3.708 -1.015 -1.278
H 1.345 -1.291 1.285
H 1.364 -2.840 -0.901
H 2.304 -2.931 0.619
H -0.185 -0.219 1.922
H -0.895 -1.964 2.022
H -2.913 -0.705 2.740
H -2.151 0.799 2.173
H -4.053 0.172 0.617
H -3.618 -1.494 0.642
H -2.539 -1.046 -1.328
H -0.930 2.422 -1.342

Need the natural (NBO) charges? In units of e they are: C -0.618; C -0.416; C -0.221; C -0.628; C -0.136; N -0.840; C 0.686; O -0.662; N -0.423; C -0.221; C -0.421; C -0.408; C -0.155; C 0.789; O -0.588; O -0.698; H 0.219; H 0.201; H 0.208; H 0.238; H 0.182; H 0.196; H 0.199; H 0.223; H 0.244; H 0.183; H 0.395; H 0.366; H 0.218; H 0.205; H 0.224; H 0.220; H 0.250; H 0.217; H 0.266; H 0.507